No. 1
C16H35N3O5 | ωB97M-V with the def2-TZVPD basis set

The HOMO-LUMO gap is 0.347 Eh. As for the structure (SMILES): OCCN1CCOCCOCCN(CCO)CCN(CCO)CC1. The energy relative to the best compared isomer or geometry (same formula, charge and spin) comes out at 37.8 kcal/mol. As for the total energy: -1171.04253 Eh. As for the strongest force on any atom: 0.53 eV Å⁻¹. The calculation puts the LUMO energy at 0.88 eV.

Last column: natural (NBO) charge in e.
Positions of all 59 atoms, in Å:
O (1.47, -1.45, -2.80)  -0.770
C (0.44, -1.76, -3.71)  -0.076
H (0.01, -2.75, -3.48)  0.161
C (-0.65, -0.68, -3.70)  -0.234
N (-0.93, -0.26, -2.35)  -0.473
C (-1.52, 1.06, -2.27)  -0.238
H (-2.09, 1.15, -1.35)  0.218
H (-2.22, 1.24, -3.11)  0.181
C (-0.44, 2.16, -2.23)  -0.068
H (0.55, 1.69, -2.31)  0.180
O (-0.57, 2.84, -1.01)  -0.555
C (0.40, 3.85, -0.82)  -0.092
C (0.15, 4.56, 0.52)  -0.076
O (0.66, 3.87, 1.63)  -0.541
C (-0.05, 2.70, 2.00)  -0.083
H (-0.64, 2.33, 1.15)  0.196
C (0.95, 1.61, 2.41)  -0.234
N (0.29, 0.32, 2.51)  -0.474
C (-0.33, 0.11, 3.81)  -0.245
H (-0.62, 1.08, 4.21)  0.205
C (-1.61, -0.72, 3.65)  -0.062
O (-2.53, -0.07, 2.81)  -0.722
H (-2.02, 0.29, 2.07)  0.474
H (-2.10, -0.85, 4.62)  0.184
H (-1.37, -1.71, 3.25)  0.148
H (0.34, -0.38, 4.53)  0.179
C (1.19, -0.78, 2.15)  -0.247
H (0.75, -1.71, 2.52)  0.201
H (2.17, -0.66, 2.64)  0.178
C (1.40, -0.91, 0.62)  -0.218
N (0.44, -1.71, -0.12)  -0.484
C (0.46, -3.14, 0.17)  -0.241
H (0.33, -3.34, 1.25)  0.167
C (1.74, -3.86, -0.29)  -0.065
O (1.83, -4.00, -1.68)  -0.743
H (1.88, -3.11, -2.08)  0.494
H (2.63, -3.36, 0.11)  0.151
H (1.71, -4.88, 0.11)  0.181
H (-0.38, -3.59, -0.35)  0.207
C (-0.92, -1.17, -0.09)  -0.235
H (-1.55, -1.70, 0.64)  0.188
C (-1.56, -1.24, -1.48)  -0.220
H (-2.65, -1.08, -1.39)  0.183
H (-1.41, -2.24, -1.90)  0.202
H (-0.86, -0.12, 0.20)  0.212
H (2.39, -1.33, 0.45)  0.205
H (1.38, 0.09, 0.18)  0.204
H (1.71, 1.57, 1.63)  0.203
H (1.45, 1.90, 3.34)  0.180
H (-0.74, 2.94, 2.82)  0.168
H (0.68, 5.52, 0.52)  0.195
H (-0.93, 4.73, 0.63)  0.175
H (0.34, 4.58, -1.63)  0.170
H (1.41, 3.41, -0.82)  0.175
H (-0.56, 2.87, -3.06)  0.163
H (-1.54, -1.06, -4.23)  0.173
H (-0.28, 0.19, -4.24)  0.197
H (0.90, -1.82, -4.70)  0.189
H (1.02, -1.23, -1.95)  0.514

No. 2
C16H36BeCl4F3N3O3SSi2 | ωB97M-V with the def2-TZVPD basis set

The HOMO-LUMO gap is 0.052 Eh. As for the total energy: -4153.29892 Eh. As for the strongest force on any atom: 1.92 eV Å⁻¹. The calculation puts the LUMO energy at -5.57 eV.

Last column: natural (NBO) charge in e.
Positions of all 69 atoms, in Å:
C (-3.49, 3.43, 2.99)  -0.615
C (-2.90, 4.39, 4.01)  -0.565
S (-1.26, 5.04, 3.62)  0.246
C (-0.20, 3.65, 4.09)  -0.249
O (-0.80, 2.37, 3.82)  -0.467
C (-0.41, 1.59, 2.84)  0.993
O (-0.99, 0.49, 2.74)  -0.825
N (0.57, 1.95, 1.93)  -0.525
C (0.41, 3.17, 1.16)  -0.076
N (0.19, 2.88, -0.25)  -0.613
C (1.44, 2.66, -1.00)  -0.428
C (1.86, 1.31, 2.09)  -0.235
C (2.60, 1.54, 3.43)  -0.012
O (3.42, 0.40, 3.68)  -0.683
C (3.56, 2.74, 3.42)  0.961
F (3.38, 3.50, 4.53)  -0.322
F (4.85, 2.37, 3.39)  -0.296
F (3.35, 3.54, 2.35)  -0.332
H (-4.08, 3.98, 2.26)  0.226
H (-4.14, 2.70, 3.48)  0.210
H (-2.74, 2.88, 2.42)  0.178
H (-3.54, 5.29, 4.14)  0.309
H (-2.81, 3.90, 4.98)  0.207
H (-0.05, 3.68, 5.17)  0.219
H (0.75, 3.80, 3.59)  0.206
H (-0.49, 3.68, 1.50)  0.232
H (1.23, 3.88, 1.29)  0.181
H (-0.22, 3.72, -0.64)  0.364
H (1.69, 1.60, -0.98)  0.190
H (1.31, 2.94, -2.04)  0.215
H (2.29, 3.19, -0.56)  0.170
H (2.52, 1.60, 1.27)  0.245
H (1.75, 0.23, 2.00)  0.215
H (1.91, 1.62, 4.27)  0.191
H (2.83, -0.35, 3.81)  0.474
Be (-2.57, -0.66, 2.77)  0.615
C (-0.49, -0.87, -0.27)  -1.106
Si (-0.40, -2.56, -1.04)  1.724
C (-2.15, -3.05, -1.56)  -1.068
C (0.19, -3.75, 0.30)  -1.090
N (0.67, -2.51, -2.39)  -1.097
Si (1.14, -3.83, -3.41)  1.727
C (-0.34, -4.60, -4.28)  -1.090
C (2.05, -5.18, -2.46)  -1.096
C (2.30, -3.19, -4.73)  -1.122
H (-1.15, -0.89, 0.60)  0.204
H (0.49, -0.54, 0.07)  0.230
H (-0.86, -0.12, -0.97)  0.256
H (-2.83, -2.87, -0.74)  0.243
H (-2.21, -4.11, -1.82)  0.239
H (-2.47, -2.47, -2.42)  0.242
H (1.24, -3.57, 0.55)  0.241
H (0.08, -4.79, 0.02)  0.239
H (-0.41, -3.57, 1.20)  0.236
H (-0.97, -5.17, -3.59)  0.233
H (0.02, -5.27, -5.05)  0.245
H (-0.96, -3.83, -4.75)  0.243
H (2.85, -4.76, -1.84)  0.241
H (2.50, -5.87, -3.17)  0.243
H (1.38, -5.74, -1.81)  0.233
H (3.20, -2.76, -4.28)  0.240
H (1.82, -2.43, -5.34)  0.242
H (2.61, -4.00, -5.39)  0.233
C (-2.93, -2.03, -6.74)  -0.285
Cl (-1.28, -2.15, -7.36)  0.021
Cl (-2.92, -1.66, -5.02)  0.010
Cl (-3.85, -0.82, -7.64)  0.031
H (-3.42, -2.99, -6.88)  0.229
Cl (-4.10, 7.24, 4.62)  -0.677

No. 3
C16H36BrN2 | ωB97M-V with the def2-TZVPD basis set

The HOMO-LUMO gap is 0.302 Eh. The energy relative to the best compared isomer or geometry (same formula, charge and spin) comes out at 0.0 kcal/mol. As for the total energy: -3314.54086 Eh. As for the strongest force on any atom: 1.67 eV Å⁻¹. As for the charge: +1. The calculation puts the LUMO energy at -2.21 eV.

Last column: natural (NBO) charge in e.
Positions of all 55 atoms, in Å:
Br (-12.81, 10.17, -16.11)  -0.911
C (-9.57, 7.39, -19.56)  -0.600
C (-11.05, 7.05, -19.60)  -0.420
C (-11.92, 8.30, -19.55)  -0.227
N (-13.36, 8.06, -19.85)  -0.207
C (-13.59, 7.62, -21.25)  -0.417
C (-13.97, 7.08, -18.88)  -0.228
C (-15.46, 7.32, -19.01)  -0.424
C (-15.58, 8.85, -19.07)  -0.441
C (-14.19, 9.30, -19.57)  -0.228
H (-9.35, 8.11, -20.35)  0.201
H (-8.97, 6.48, -19.65)  0.235
H (-9.29, 7.86, -18.62)  0.220
H (-11.33, 6.35, -18.82)  0.220
H (-11.27, 6.52, -20.53)  0.199
H (-11.54, 9.01, -20.29)  0.204
H (-11.87, 8.84, -18.60)  0.268
H (-13.21, 6.61, -21.39)  0.231
H (-12.98, 8.20, -21.94)  0.228
H (-14.64, 7.74, -21.49)  0.232
H (-13.69, 6.05, -19.03)  0.238
H (-13.64, 7.46, -17.91)  0.254
H (-15.93, 6.91, -19.91)  0.214
H (-15.95, 6.85, -18.16)  0.252
H (-16.38, 9.25, -19.68)  0.232
H (-15.65, 9.24, -18.06)  0.254
H (-14.15, 9.95, -20.45)  0.213
H (-13.63, 9.83, -18.81)  0.262
C (-8.91, 11.06, -18.25)  -0.615
C (-9.53, 12.45, -18.27)  -0.420
C (-11.04, 12.38, -18.50)  -0.252
N (-11.78, 13.60, -18.09)  -0.203
C (-11.55, 14.77, -18.98)  -0.406
C (-11.54, 13.98, -16.63)  -0.233
C (-12.87, 14.37, -16.00)  -0.431
C (-13.86, 14.36, -17.18)  -0.422
C (-13.28, 13.31, -18.08)  -0.248
H (-9.45, 10.41, -17.56)  0.229
H (-7.90, 11.14, -17.85)  0.232
H (-8.83, 10.59, -19.24)  0.205
H (-9.06, 13.10, -19.01)  0.205
H (-9.32, 12.93, -17.31)  0.214
H (-11.46, 11.56, -17.92)  0.284
H (-11.20, 12.29, -19.58)  0.203
H (-10.50, 14.77, -19.25)  0.228
H (-11.84, 15.68, -18.48)  0.234
H (-12.11, 14.59, -19.90)  0.221
H (-10.76, 14.72, -16.56)  0.228
H (-11.16, 13.09, -16.13)  0.256
H (-12.88, 15.39, -15.62)  0.230
H (-13.21, 13.72, -15.20)  0.256
H (-13.95, 15.32, -17.69)  0.206
H (-14.87, 14.14, -16.84)  0.252
H (-13.68, 13.20, -19.08)  0.217
H (-13.35, 12.33, -17.58)  0.275

No. 4
C16H36BrO16P2 | ωB97M-V with the def2-TZVPD basis set

The HOMO-LUMO gap is 0.298 Eh. As for the total energy: -5091.61373 Eh. As for the strongest force on any atom: 0.38 eV Å⁻¹. As for the charge: +1. The calculation puts the LUMO energy at -3.96 eV.

Last column: Löwdin charge in e.
Positions of all 71 atoms, in Å:
C (1.41, 1.33, -3.59)  -0.278
P (0.49, 2.60, -4.46)  0.786
P (-1.76, 2.40, -4.57)  0.383
O (-1.97, 2.46, -2.96)  -0.458
Br (-1.77, 0.25, -4.79)  0.444
H (1.68, 0.56, -4.31)  0.049
H (0.79, 0.92, -2.79)  0.054
H (2.32, 1.77, -3.18)  0.067
H (0.70, 3.84, -3.85)  0.000
H (1.02, 2.74, -5.74)  0.002
H (-2.04, 3.38, -2.66)  0.066
C (-3.17, -4.71, -0.13)  -0.011
O (-3.81, -3.42, -0.21)  0.018
C (-3.06, -2.46, -0.70)  -0.642
O (-1.92, -2.56, -1.10)  0.108
O (-3.76, -1.32, -0.68)  0.015
C (-3.01, -0.20, -1.14)  -0.062
H (-3.91, -5.38, 0.29)  0.099
H (-2.87, -5.05, -1.12)  0.100
H (-2.30, -4.66, 0.52)  0.092
H (-2.67, -0.35, -2.16)  0.026
H (-2.15, -0.03, -0.50)  0.087
H (-3.68, 0.66, -1.10)  0.098
C (1.57, -5.17, 4.83)  -0.024
O (0.46, -4.85, 3.97)  0.014
C (0.47, -3.62, 3.48)  -0.613
O (1.31, -2.78, 3.68)  0.112
O (-0.61, -3.46, 2.71)  0.009
C (-0.73, -2.15, 2.16)  -0.031
H (1.41, -6.19, 5.14)  0.097
H (2.50, -5.07, 4.29)  0.100
H (1.57, -4.51, 5.69)  0.092
H (0.13, -1.92, 1.53)  0.102
H (-0.81, -1.41, 2.95)  0.101
H (-1.63, -2.15, 1.56)  0.075
C (0.48, -2.05, -6.54)  -0.067
O (1.51, -1.55, -7.39)  -0.001
C (2.75, -1.76, -6.93)  -0.631
O (3.02, -2.26, -5.87)  0.124
O (3.61, -1.30, -7.83)  0.009
C (4.99, -1.49, -7.48)  -0.023
H (-0.45, -1.79, -7.02)  0.083
H (0.55, -3.13, -6.43)  0.107
H (0.54, -1.59, -5.55)  0.049
H (5.22, -2.54, -7.37)  0.102
H (5.23, -0.96, -6.55)  0.095
H (5.56, -1.07, -8.30)  0.097
C (-1.25, 2.75, 0.31)  -0.060
O (-0.52, 3.98, 0.19)  -0.018
C (-0.82, 4.88, 1.14)  -0.623
O (-1.61, 4.72, 2.02)  0.143
O (-0.09, 5.97, 0.92)  0.005
C (-0.29, 7.02, 1.87)  -0.019
H (-0.90, 2.13, -0.51)  0.065
H (-1.04, 2.26, 1.26)  0.106
H (-2.32, 2.92, 0.22)  0.100
H (-0.02, 6.68, 2.87)  0.102
H (-1.33, 7.35, 1.86)  0.100
H (0.37, 7.83, 1.56)  0.096
C (1.80, -0.78, 6.05)  -0.033
O (0.64, -0.19, 6.67)  0.010
C (0.54, 1.12, 6.54)  -0.628
O (1.31, 1.83, 5.93)  0.117
O (-0.55, 1.53, 7.17)  0.003
C (-0.78, 2.94, 7.12)  -0.038
H (1.72, -1.84, 6.23)  0.080
H (1.79, -0.59, 4.98)  0.085
H (2.71, -0.38, 6.49)  0.101
H (-0.91, 3.27, 6.09)  0.093
H (0.04, 3.48, 7.58)  0.098
H (-1.70, 3.11, 7.67)  0.094

No. 5
C16H36CuN6O5P2Se | ωB97M-V with the def2-TZVPD basis set

The HOMO-LUMO gap (spin up / spin down) is 0.262 / 0.267 Eh. The energy relative to the best compared isomer or geometry (same formula, charge and spin) comes out at 3.7 kcal/mol. As for the total energy: -6060.08382 Eh. As for the strongest force on any atom: 0.70 eV Å⁻¹. The multiplicity is 2. As for the charge: +2. The calculation puts the LUMO energy (spin up / spin down) at -6.32 / -6.54 eV.

Last column: natural (NBO) charge in e.
Positions of all 67 atoms, in Å:
Cu (1.16, 0.55, 0.54)  1.093
N (2.56, -4.64, -1.24)  -0.667
C (2.07, -3.88, -0.02)  -0.231
C (2.00, -2.39, -0.32)  -0.255
N (1.52, -1.63, 0.82)  -0.906
H (2.63, -5.65, -1.05)  0.455
H (3.48, -4.31, -1.53)  0.448
H (1.92, -4.52, -2.03)  0.443
H (2.78, -4.10, 0.78)  0.236
H (1.10, -4.28, 0.24)  0.227
H (1.34, -2.20, -1.16)  0.215
H (3.00, -2.01, -0.56)  0.232
H (2.16, -1.72, 1.61)  0.405
H (0.58, -1.89, 1.11)  0.417
Se (-1.47, -1.64, 4.14)  1.066
N (-1.52, -0.18, 5.11)  -0.578
C (-0.90, 0.76, 4.42)  0.116
C (-0.69, 2.10, 4.86)  -0.118
C (-0.02, 2.93, 4.03)  -0.260
C (0.42, 2.47, 2.76)  0.152
N (0.25, 1.25, 2.30)  -0.554
C (-0.40, 0.37, 3.13)  0.251
N (-0.59, -0.89, 2.79)  -0.709
H (-1.04, 2.41, 5.84)  0.259
H (0.19, 3.96, 4.30)  0.256
H (0.95, 3.15, 2.10)  0.224
C (-3.19, 2.27, 1.34)  -0.642
C (-3.30, 0.77, 1.21)  -0.054
O (-2.74, 0.31, -0.05)  -0.840
P (-1.20, 0.14, -0.44)  1.702
O (-1.29, 0.59, -1.98)  -0.860
C (-1.84, 1.88, -2.35)  -0.066
C (-3.22, 1.72, -2.95)  -0.636
O (-1.02, -1.45, -0.65)  -0.863
C (-2.07, -2.24, -1.29)  -0.069
C (-2.73, -3.12, -0.26)  -0.629
H (-3.65, 2.60, 2.27)  0.241
H (-3.70, 2.77, 0.52)  0.230
H (-2.14, 2.59, 1.34)  0.199
H (-4.34, 0.46, 1.18)  0.214
H (-2.81, 0.26, 2.04)  0.170
H (-1.15, 2.31, -3.07)  0.197
H (-1.88, 2.54, -1.47)  0.177
H (-3.17, 1.07, -3.83)  0.225
H (-3.60, 2.69, -3.26)  0.236
H (-3.91, 1.28, -2.23)  0.221
H (-1.58, -2.82, -2.07)  0.182
H (-2.79, -1.58, -1.76)  0.206
H (-2.00, -3.77, 0.24)  0.197
H (-3.48, -3.75, -0.73)  0.240
H (-3.22, -2.52, 0.50)  0.219
C (1.65, 0.32, -3.08)  -0.958
P (2.22, 1.09, -1.52)  0.850
C (4.00, 1.27, -1.81)  -0.937
C (1.66, 2.82, -1.68)  -0.946
H (1.85, 1.00, -3.91)  0.251
H (0.59, 0.10, -3.03)  0.268
H (2.20, -0.61, -3.25)  0.230
H (4.14, 1.80, -2.74)  0.248
H (4.48, 0.29, -1.86)  0.250
H (4.46, 1.82, -0.99)  0.266
H (1.99, 3.25, -2.63)  0.248
H (2.08, 3.41, -0.87)  0.256
H (0.57, 2.88, -1.63)  0.237
O (3.94, -0.40, 0.85)  -0.476
N (3.92, 0.64, 1.48)  0.385
O (2.81, 1.27, 1.49)  -0.584

No. 6
C16H36N5O2 | ωB97M-V with the def2-TZVPD basis set

The HOMO-LUMO gap is 0.196 Eh. The energy relative to the best compared isomer or geometry (same formula, charge and spin) comes out at 14.7 kcal/mol. As for the total energy: -1055.12268 Eh. As for the strongest force on any atom: 1.00 eV Å⁻¹. As for the charge: +1. The calculation puts the LUMO energy at -3.98 eV.

Last column: natural (NBO) charge in e.
Positions of all 59 atoms, in Å:
O (4.36, -1.95, 1.46)  -0.165
N (3.92, -2.46, 2.39)  0.390
O (2.54, -2.87, 2.14)  -0.429
C (2.39, -4.22, 2.46)  0.077
N (3.35, -5.04, 1.69)  -0.312
C (3.35, -5.15, 0.32)  -0.043
C (4.39, -5.96, 0.02)  -0.033
N (5.00, -6.30, 1.19)  -0.448
C (4.35, -5.73, 2.21)  0.256
H (2.58, -4.38, 3.52)  0.209
H (1.39, -4.51, 2.18)  0.238
H (2.66, -4.67, -0.34)  0.278
H (4.74, -6.28, -0.94)  0.265
H (5.82, -6.88, 1.28)  0.460
H (4.58, -5.79, 3.26)  0.260
C (-1.85, -3.34, -0.75)  -0.613
C (-1.52, -2.21, -1.71)  -0.215
N (-0.93, -1.06, -1.06)  -0.449
C (-0.87, 0.12, -1.91)  -0.210
C (0.02, 0.07, -3.16)  -0.637
C (0.25, -1.32, -0.27)  -0.212
C (1.46, -1.97, -0.96)  -0.647
H (-2.49, -2.99, 0.06)  0.218
H (-2.38, -4.14, -1.28)  0.219
H (-0.95, -3.79, -0.31)  0.178
H (-2.45, -1.89, -2.18)  0.207
H (-0.89, -2.61, -2.52)  0.155
H (-0.57, 0.98, -1.30)  0.195
H (-1.89, 0.34, -2.23)  0.197
H (1.08, 0.15, -2.91)  0.196
H (-0.22, 0.91, -3.81)  0.222
H (-0.14, -0.84, -3.74)  0.204
H (-0.04, -1.97, 0.57)  0.182
H (0.57, -0.39, 0.20)  0.204
H (1.17, -2.79, -1.61)  0.196
H (2.13, -2.37, -0.20)  0.191
H (2.03, -1.25, -1.55)  0.216
C (-3.48, 6.84, 0.54)  -0.616
C (-3.33, 5.35, 0.77)  -0.213
N (-2.53, 4.69, -0.25)  -0.451
C (-2.62, 3.24, -0.20)  -0.204
C (-2.07, 2.52, 1.04)  -0.640
C (-1.21, 5.24, -0.46)  -0.216
C (-0.24, 5.29, 0.73)  -0.639
H (-3.88, 7.05, -0.46)  0.213
H (-4.17, 7.26, 1.27)  0.215
H (-2.53, 7.37, 0.65)  0.201
H (-4.33, 4.90, 0.74)  0.196
H (-2.94, 5.18, 1.78)  0.156
H (-2.13, 2.83, -1.09)  0.186
H (-3.67, 2.97, -0.31)  0.191
H (-0.98, 2.50, 1.05)  0.194
H (-2.41, 1.49, 1.04)  0.213
H (-2.41, 2.98, 1.97)  0.209
H (-1.32, 6.25, -0.85)  0.196
H (-0.73, 4.69, -1.28)  0.192
H (-0.73, 5.64, 1.64)  0.206
H (0.58, 5.97, 0.51)  0.213
H (0.20, 4.31, 0.95)  0.197

Q: Among the records above, which one has the lowest strongest force on any atom?
A: C16H36BrO16P2